13
Properties=species:S:1:pos:R:3:lowdin_charge:R:1 method="wB97M-V/def2-TZVPD" e_above_lowest_kj_mol=534.6 homo_lumo_gap_ev=9.49 homo_ev=-9.337
C 0.624 -1.109 0.826 -0.551
C -0.119 0.301 0.833 -0.276
C -0.112 0.783 -0.690 -0.342
H -1.560 -1.835 -0.526 0.019
H 1.394 -0.958 -0.173 0.108
H 1.434 -1.239 1.721 0.102
H 0.709 1.008 1.074 0.106
H -1.130 0.549 1.241 0.112
H -1.332 0.880 -1.048 0.160
H 0.809 0.207 -1.183 0.125
H -0.392 1.846 -1.800 0.155
O 0.359 2.154 -1.014 -0.193
S -0.685 -2.587 0.739 0.475

=====

14
Properties=species:S:1:pos:R:3:lowdin_charge:R:1 method="wB97M-V/def2-TZVPD" e_above_lowest_kj_mol=18.4 total_charge=-1 homo_lumo_gap_ev=4.36 homo_ev=-1.916
O 4.643 -0.856 0.187 -0.736
H 3.806 -0.352 0.211 -0.257
C -0.477 -0.826 2.357 0.039
N -0.471 -2.042 3.214 -0.462
O 0.622 -2.324 3.662 0.071
O -1.488 -2.678 3.364 0.051
H -0.004 -0.021 2.920 0.099
H -1.507 -0.556 2.125 0.088
H 0.102 -1.041 1.459 0.110
C -1.041 2.278 -3.918 -1.082
Cl -2.314 1.056 -3.885 0.480
Cl 0.478 1.545 -3.508 0.547
H -1.011 2.716 -4.916 0.023
H -1.338 3.103 -3.271 0.028

=====

85
Properties=species:S:1:pos:R:3:lowdin_charge:R:1 method="wB97M-V/def2-TZVPD" total_charge=+1 s_squared=2.0054 spin_multiplicity=3 homo_lumo_gap_ev="8.20 / 7.45" homo_ev="-10.199 / -10.199"
Ni 0.106 0.737 1.650 0.478
N -0.423 0.937 3.660 -0.032
C -1.186 2.136 4.052 -0.234
C -0.594 3.400 3.446 -0.181
C -0.939 3.589 1.987 -0.233
N -0.071 2.746 1.141 -0.028
H -0.911 0.093 3.986 0.113
H 0.494 0.934 4.129 0.110
H -1.231 2.224 5.153 0.127
H -2.197 2.034 3.692 0.106
H 0.504 3.344 3.549 0.126
H -0.938 4.272 4.004 0.122
H -0.862 4.644 1.696 0.125
H -1.983 3.349 1.792 0.110
H 0.861 3.156 1.049 0.040
H -0.388 2.760 0.178 0.085
Cl 6.553 -0.169 -2.367 0.730
C 5.037 0.670 -2.238 -0.585
C 4.133 0.588 -3.273 -0.107
C 2.959 1.342 -3.244 -0.084
C 2.748 2.179 -2.161 -0.134
C 3.650 2.243 -1.116 -0.527
Cl 3.297 3.413 0.179 0.725
C 4.796 1.431 -1.067 -0.314
N 5.706 1.401 -0.036 0.066
C 5.374 1.411 1.376 -0.231
C 6.059 2.339 2.159 -0.028
C 5.780 2.496 3.506 -0.067
C 4.862 1.637 4.096 -0.071
C 4.222 0.687 3.319 -0.036
C 4.469 0.540 1.951 -0.159
C 3.722 -0.536 1.203 -0.015
C 2.253 -0.222 1.311 -0.606
O 1.656 -0.380 2.417 -0.057
O 1.640 0.260 0.318 -0.042
H 4.357 -0.093 -4.109 0.117
H 2.252 1.325 -4.065 0.105
H 1.857 2.794 -2.107 0.100
H 6.582 0.937 -0.256 0.092
H 6.754 2.971 1.623 0.119
H 6.298 3.207 4.113 0.101
H 4.658 1.651 5.162 0.106
H 3.507 0.027 3.791 0.109
H 3.962 -1.491 1.662 0.140
H 4.007 -0.572 0.164 0.112
C -2.701 0.198 -5.114 -0.099
C -3.250 0.342 -3.704 -0.251
C -2.269 0.959 -2.702 -0.195
C -1.094 0.050 -2.324 -0.136
N -1.533 -1.171 -1.640 0.006
C -1.969 -1.235 -0.363 -0.581
Se -2.195 0.212 0.779 0.837
N -2.262 -2.522 -0.072 -0.008
C -2.780 -3.075 1.176 -0.137
C -4.259 -3.466 1.075 -0.176
C -5.198 -2.286 0.794 -0.236
C -5.348 -1.330 2.003 -0.106
C -2.033 -3.298 -1.198 -0.142
C -2.173 -4.670 -1.406 0.008
C -1.851 -5.128 -2.672 -0.062
C -1.406 -4.264 -3.675 -0.069
C -1.229 -2.916 -3.466 0.002
C -1.560 -2.465 -2.199 -0.128
H -3.422 -0.253 -5.799 0.080
H -1.818 -0.432 -5.120 0.043
H -2.407 1.184 -5.508 0.085
H -3.559 -0.647 -3.321 0.109
H -4.134 0.966 -3.750 0.106
H -2.793 1.229 -1.784 0.061
H -1.847 1.862 -3.142 0.117
H -0.376 0.576 -1.695 0.099
H -0.550 -0.280 -3.229 0.123
H -2.649 -2.346 1.980 0.089
H -2.176 -3.966 1.422 0.138
H -4.530 -3.943 2.008 0.117
H -4.367 -4.209 0.271 0.105
H -6.179 -2.665 0.518 0.109
H -4.807 -1.773 -0.060 0.082
H -5.827 -1.828 2.834 0.070
H -5.954 -0.465 1.751 0.071
H -4.343 -0.969 2.307 0.014
H -2.572 -5.344 -0.659 0.116
H -1.967 -6.193 -2.879 0.117
H -1.196 -4.621 -4.683 0.117
H -0.812 -2.258 -4.231 0.112

=====

82
Properties=species:S:1:pos:R:3:lowdin_charge:R:1 method="wB97M-V/def2-TZVPD" e_above_lowest_kj_mol=101.2 total_charge=+1 homo_lumo_gap_ev=4.85 homo_ev=-8.420
Y -0.898 -1.570 -0.898 1.488
C -4.425 -0.838 5.427 -0.039
C -3.407 -0.751 4.327 -0.253
C -2.063 -0.701 4.559 0.021
C -1.094 -0.613 3.518 -0.092
C 0.224 -0.423 3.987 0.015
N 1.382 -0.108 3.451 0.094
C 1.736 0.287 2.081 -0.197
C 3.155 0.818 1.971 -0.141
C 4.323 -0.178 2.036 -0.128
N 4.099 -1.438 1.308 0.092
C 3.539 -1.598 0.139 0.015
C 3.308 -0.607 -0.842 -0.136
C 4.185 0.456 -1.162 0.016
C 3.863 1.349 -2.148 -0.241
C 4.794 2.445 -2.580 -0.032
C 2.589 1.242 -2.746 0.035
C 1.661 0.281 -2.409 -0.160
C 0.300 0.430 -2.955 -0.170
N -0.655 -0.433 -2.935 -0.103
C -1.896 -0.102 -3.647 -0.199
C -3.027 0.527 -2.802 -0.170
C -3.773 -0.352 -1.784 -0.194
N -3.018 -0.567 -0.548 -0.066
C -3.576 -0.497 0.593 -0.070
C -2.945 -0.645 1.911 -0.092
C -3.813 -0.676 2.983 0.045
C -1.521 -0.700 2.150 -0.278
O -0.678 -0.820 1.206 -0.207
C 2.047 -0.731 -1.476 -0.306
O 1.251 -1.680 -1.114 -0.186
H -3.945 -0.879 6.404 0.080
H -5.042 -1.731 5.321 0.088
H -5.091 0.026 5.418 0.088
H -1.707 -0.704 5.584 0.124
H 0.303 -0.507 5.067 0.141
H 2.104 0.061 4.137 0.149
H 1.061 1.083 1.756 -0.008
H 1.541 -0.552 1.419 0.096
H 3.341 1.557 2.756 0.130
H 3.183 1.380 1.037 0.104
H 4.516 -0.485 3.064 0.123
H 5.235 0.301 1.681 0.122
H 4.227 -2.277 1.854 0.161
H 3.165 -2.598 -0.060 0.157
H 5.147 0.527 -0.668 0.126
H 5.668 2.502 -1.932 0.080
H 4.289 3.412 -2.556 0.088
H 5.145 2.282 -3.600 0.090
H 2.303 2.012 -3.455 0.129
H 0.194 1.267 -3.647 0.112
H -2.260 -1.024 -4.110 0.120
H -1.664 0.591 -4.461 0.119
H -3.779 0.839 -3.531 0.120
H -2.662 1.428 -2.304 0.069
H -3.982 -1.332 -2.231 0.124
H -4.737 0.106 -1.544 0.122
H -4.647 -0.273 0.646 0.138
H -4.879 -0.643 2.775 0.134
C -1.956 -6.621 -0.350 -0.099
C -3.018 -5.731 -0.428 -0.105
C -2.767 -4.371 -0.562 -0.173
C -1.469 -3.846 -0.633 -0.273
C -0.423 -4.781 -0.539 -0.173
C -0.655 -6.144 -0.404 -0.106
H -2.143 -7.683 -0.250 0.101
H -4.035 -6.101 -0.386 0.099
H -3.627 -3.704 -0.620 0.070
H 0.611 -4.446 -0.589 0.067
H 0.174 -6.840 -0.344 0.098
Te -0.310 2.191 -0.284 0.887
C 0.218 4.014 -1.222 -0.664
C 0.355 4.139 -2.604 -0.179
C 0.710 5.347 -3.191 -0.101
C 0.936 6.465 -2.404 -0.102
C 0.796 6.360 -1.027 -0.097
C 0.443 5.151 -0.445 -0.178
H 0.159 3.289 -3.243 0.059
H 0.800 5.413 -4.269 0.100
H 1.207 7.409 -2.858 0.100
H 0.961 7.226 -0.399 0.101
H 0.339 5.088 0.631 0.078

=====

E / Eh: -592.31445, -1280.52598, -6498.91155, -2070.31614